Entry 1:
DFT (ωB97M-V/def2-TZVPD) results for a structure of composition C27H39N4O8PS2Sn.

Geometry as XYZ:
```
82
Properties=species:S:1:pos:R:3:mulliken_charge:R:1
Sn 0.050 0.442 0.136 1.9250
C 3.855 2.124 6.403 -1.6072
C 2.695 2.276 5.486 0.8754
C 1.392 2.350 5.990 -0.8019
C 0.308 2.400 5.138 -0.5474
C 0.528 2.402 3.770 0.1730
C 1.806 2.347 3.244 -0.4384
C 2.886 2.306 4.104 -0.8801
S -0.840 2.321 2.650 1.1273
O -0.428 2.732 1.321 -0.6699
O -2.043 2.850 3.190 -0.6324
N -0.893 0.683 2.490 0.4484
C -1.782 -0.174 2.968 0.6582
C -2.581 0.067 4.119 -0.7806
C -3.348 -0.958 4.620 -0.6364
C -3.346 -2.203 4.004 -0.5418
C -2.562 -2.349 2.862 -0.3218
N -1.831 -1.380 2.377 -0.1422
H 3.987 3.022 7.006 0.3806
H 4.774 1.946 5.852 0.3843
H 3.683 1.306 7.101 0.3822
H 1.242 2.364 7.059 0.4947
H -0.697 2.473 5.521 0.5463
H 1.923 2.362 2.171 0.6591
H 3.890 2.295 3.704 0.4432
H -2.495 1.024 4.607 0.4011
H -3.945 -0.790 5.506 0.4709
H -3.973 -3.007 4.349 0.4572
H -2.571 -3.266 2.289 0.4845
C 1.742 -1.298 3.650 -0.8933
C 2.624 -0.854 2.552 -0.3485
N 2.216 -0.355 1.398 0.3566
C 3.321 -0.104 0.648 0.2408
C 4.443 -0.461 1.372 0.1046
N 3.964 -0.920 2.572 0.0469
C 5.934 -0.440 1.173 0.5213
O 6.388 -0.109 0.007 -0.4997
O 6.602 -0.736 2.134 -0.5904
C 3.219 0.470 -0.753 0.3668
O 4.246 0.514 -1.412 -0.8489
O 2.062 0.834 -1.108 -0.1736
H 0.743 -0.910 3.471 -0.1932
H 2.113 -0.942 4.609 0.3694
H 1.702 -2.387 3.675 0.4091
H 4.572 -1.257 3.311 0.2933
H 5.684 0.135 -0.664 0.4605
C -0.115 3.610 -2.569 -1.0227
P -1.568 2.527 -2.538 1.0023
C -2.899 3.400 -1.662 -1.0911
C -2.080 2.162 -4.250 -1.0715
O -1.251 1.217 -1.835 -0.8616
H -0.343 4.558 -3.045 0.4553
H 0.696 3.114 -3.098 0.3217
H 0.190 3.768 -1.535 0.2190
H -3.084 4.375 -2.103 0.4269
H -2.578 3.521 -0.628 0.2021
H -3.811 2.810 -1.687 0.3607
H -2.306 3.083 -4.780 0.4480
H -2.961 1.524 -4.244 0.3241
H -1.268 1.645 -4.756 0.3191
C -3.837 -1.521 -2.817 -0.9478
C -3.028 -2.452 -3.710 -0.4233
C -1.672 -2.803 -3.125 -0.7467
S -0.669 -1.260 -2.820 1.0965
O -0.201 -1.454 -1.418 -1.0714
C 0.858 -1.432 -3.849 -1.0817
C 1.916 -2.343 -3.261 0.0228
C 1.542 -3.814 -3.236 -1.3679
H -4.764 -1.247 -3.309 0.3912
H -3.274 -0.617 -2.591 0.0891
H -4.088 -2.008 -1.879 0.3265
H -2.900 -2.009 -4.697 0.2719
H -3.584 -3.383 -3.845 0.3742
H -1.109 -3.452 -3.790 0.3087
H -1.769 -3.259 -2.140 0.3617
H 1.239 -0.412 -3.896 0.3909
H 0.536 -1.747 -4.840 0.6065
H 2.157 -1.994 -2.257 -0.1058
H 2.812 -2.209 -3.873 0.5141
H 0.812 -4.027 -2.460 0.2730
H 2.424 -4.412 -3.026 0.4241
H 1.155 -4.137 -4.199 0.3283
```

Output
ΔE to the lowest compared entry with this formula, charge and spin = 0.000 eV
M = 761.4 g/mol
E_LUMO (spin up / spin down) = -0.34497 / -0.33081 Ha
Total charge = +2
Kohn-Sham gap (spin up / spin down) = 4.820 / 5.209 eV


Entry 2:
DFT (ωB97M-V/def2-TZVPD) results for a structure of composition C27H40AlN6O3S2.

Geometry as XYZ:
```
79
Properties=species:S:1:pos:R:3:mulliken_charge:R:1
Al -0.564 -0.078 0.274 -0.3906
C 3.945 -0.163 2.862 -0.8266
N 2.624 0.096 3.401 0.3146
C 2.234 -0.108 4.706 -0.8848
C 0.930 0.196 4.787 -0.3043
N 0.504 0.596 3.517 0.5329
C 1.581 0.519 2.663 -0.0830
S 1.717 0.850 1.021 -0.4261
C -0.827 1.028 3.251 0.8738
C -1.697 1.252 4.316 -1.1666
C -2.975 1.700 4.053 -0.8273
C -3.358 1.929 2.737 -1.1235
C -2.440 1.648 1.752 -0.1152
N -1.206 1.192 1.991 1.0253
H 4.592 -0.459 3.684 0.3389
H 4.334 0.736 2.388 0.3478
H 3.887 -0.961 2.122 0.2831
H 2.916 -0.456 5.458 0.4617
H 0.291 0.154 5.642 0.4394
H -1.409 1.082 5.337 0.3983
H -3.661 1.865 4.870 0.4409
H -4.341 2.286 2.477 0.5166
H -2.700 1.748 0.708 0.3021
C -0.045 -3.696 3.446 -0.5483
C -1.213 -2.950 3.400 -0.9914
C -1.339 -1.916 2.482 0.1318
C -0.318 -1.567 1.592 -0.2950
C 0.838 -2.354 1.658 0.1303
C 0.981 -3.399 2.562 -0.8935
H 0.057 -4.510 4.151 0.3953
H -2.031 -3.183 4.068 0.4590
H -2.283 -1.373 2.464 0.3710
H 1.664 -2.139 0.987 0.1012
H 1.892 -3.984 2.575 0.4597
C -2.549 3.808 -2.789 -1.2425
N -1.852 2.609 -2.357 0.3191
C -2.375 1.369 -2.902 -0.3703
C -0.902 2.615 -1.400 0.4114
O -0.660 1.603 -0.697 -0.1203
N -0.228 3.770 -1.175 0.1657
C 0.190 4.653 -2.249 -1.2179
C 0.504 3.937 0.070 -0.8571
H -3.621 3.626 -2.711 0.3965
H -2.319 4.060 -3.825 0.3581
H -2.295 4.648 -2.152 0.3860
H -2.085 1.267 -3.950 0.3267
H -3.465 1.380 -2.842 0.4292
H -2.022 0.524 -2.320 -0.4029
H -0.130 4.266 -3.211 0.3871
H 1.280 4.711 -2.248 0.3801
H -0.206 5.661 -2.121 0.3198
H 0.084 3.292 0.835 0.0267
H 0.422 4.979 0.382 0.4426
H 1.559 3.681 -0.052 0.3318
O -4.068 -2.043 -0.506 -0.6318
C -3.169 -1.300 -0.402 0.9999
N -2.287 -0.503 -0.330 -0.1265
C -1.384 -3.893 -3.809 -1.6165
C -1.076 -2.558 -3.146 0.5420
C 0.395 -2.199 -3.309 -0.8878
S 0.717 -0.595 -2.597 0.6766
O 0.479 -0.861 -1.115 -0.0875
C 2.501 -0.450 -2.722 -1.1207
C 3.313 -1.514 -1.983 0.4156
C 3.910 -2.583 -2.889 -1.3784
H -2.426 -4.166 -3.650 0.4345
H -0.767 -4.688 -3.391 0.3412
H -1.204 -3.858 -4.883 0.3949
H -1.311 -2.601 -2.080 -0.1427
H -1.700 -1.768 -3.575 0.1616
H 0.693 -2.137 -4.359 0.6602
H 1.036 -2.913 -2.791 0.2202
H 2.692 0.551 -2.333 0.3152
H 2.712 -0.426 -3.795 0.7316
H 2.694 -1.957 -1.197 -0.3415
H 4.118 -0.997 -1.458 0.4970
H 3.159 -3.263 -3.291 0.2696
H 4.630 -3.187 -2.340 0.3968
H 4.435 -2.134 -3.734 0.3594
```

Output
ΔE to the lowest compared entry with this formula, charge and spin = 0.353 eV
M = 587.8 g/mol
E_LUMO = -0.08371 Ha
Total charge = +1
Kohn-Sham gap = 8.239 eV


Entry 3:
DFT (ωB97M-V/def2-TZVPD) results for a structure of composition C27H40BF4MgN4O2S2Si.

Geometry as XYZ:
```
82
Properties=species:S:1:pos:R:3:mulliken_charge:R:1
Mg 0.292 -0.085 0.215 1.6698
N 4.735 1.847 -0.111 0.0403
C 4.446 1.185 1.206 -1.2709
C 3.011 0.698 1.155 -0.3791
N 2.697 -0.138 -0.012 1.2635
C 3.291 0.273 -1.285 -0.6876
C 4.712 0.801 -1.188 -1.0807
H 5.631 2.336 -0.093 0.3838
H 3.985 2.537 -0.314 0.3060
H 4.601 1.917 1.998 0.4224
H 5.165 0.369 1.306 0.3749
H 2.363 1.577 1.164 0.4887
H 2.788 0.127 2.055 0.2832
H 2.956 -1.106 0.183 -1.2273
H 2.671 1.035 -1.748 0.2493
H 3.294 -0.594 -1.947 0.4583
H 5.022 1.269 -2.121 0.4438
H 5.438 0.043 -0.893 0.3801
C -0.996 -1.623 -3.900 -1.2295
N -0.975 -1.102 -2.537 0.4401
C -1.676 -0.053 -2.098 0.5486
S -2.185 0.016 -0.462 -0.5549
N -1.980 0.957 -2.924 -0.2013
C -1.164 1.421 -4.040 -1.0296
H -1.263 -2.677 -3.858 0.3258
H -0.027 -1.528 -4.390 0.3590
H -1.745 -1.097 -4.487 0.4893
H -0.707 -1.753 -1.800 -0.2825
H -2.540 1.666 -2.468 0.3280
H -1.708 1.376 -4.982 0.3356
H -0.265 0.817 -4.117 0.3242
H -0.866 2.450 -3.842 0.3123
F 0.065 3.703 -1.379 -0.2978
B 0.816 2.956 -0.547 -0.0336
F 2.210 3.204 -0.736 -0.4314
F 0.511 3.039 0.778 -0.3052
F 0.637 1.534 -0.928 -0.2859
O 0.488 -1.967 0.016 1.3723
Si 1.025 -3.391 0.494 -1.3453
C 0.880 -4.676 -0.858 0.4618
C 0.390 -5.962 -0.622 -0.5373
C 0.270 -6.887 -1.651 -0.7584
C 0.635 -6.543 -2.942 -0.5789
C 1.117 -5.268 -3.206 -0.8939
C 1.230 -4.349 -2.173 0.1516
C 2.851 -3.128 0.930 -0.2217
C 3.856 -3.320 -0.027 0.0719
C 5.164 -2.907 0.196 -0.8956
C 5.506 -2.298 1.397 -0.5131
C 4.534 -2.112 2.370 -0.8120
C 3.228 -2.522 2.134 0.4378
C 0.119 -3.970 2.024 0.4518
C -1.247 -3.684 2.119 -0.3218
C -1.996 -4.105 3.210 -0.6054
C -1.386 -4.818 4.233 -0.5602
C -0.034 -5.124 4.154 -0.6812
C 0.707 -4.707 3.055 -0.2253
H 0.096 -6.249 0.379 0.3513
H -0.111 -7.878 -1.443 0.4269
H 0.545 -7.265 -3.742 0.4012
H 1.405 -4.996 -4.213 0.4361
H 1.596 -3.353 -2.399 0.3670
H 3.617 -3.809 -0.962 0.4963
H 5.922 -3.087 -0.554 0.5167
H 6.529 -2.003 1.586 0.4443
H 4.799 -1.666 3.320 0.4751
H 2.482 -2.360 2.904 0.4764
H -1.730 -3.124 1.325 0.2243
H -3.054 -3.884 3.260 0.4698
H -1.966 -5.149 5.084 0.4110
H 0.439 -5.692 4.944 0.4498
H 1.760 -4.960 3.006 0.4070
C -0.261 -1.073 4.388 -0.7335
S -1.071 -0.317 3.005 0.5977
C -1.685 1.162 3.772 -1.1326
O 0.074 0.197 2.130 -0.9143
H 0.444 -0.360 4.811 0.4152
H 0.240 -1.965 4.011 -0.1233
H -1.018 -1.368 5.111 0.4735
H -2.337 0.884 4.597 0.4565
H -2.245 1.713 3.020 0.3648
H -0.832 1.745 4.114 0.3161
```

Output
ΔE to the lowest compared entry with this formula, charge and spin = 0.300 eV
M = 656.0 g/mol
E_LUMO = -0.08744 Ha
Total charge = +1
Kohn-Sham gap = 8.319 eV